Entry 1:
Computed, not measured: a 3-piece molecular cluster, C35H71Br2N4O11P2 overall at a distorted geometry, with ωB97M-V/def2-TZVPD.

Computed properties:
* M: 945.726 g/mol
* strongest force on any atom: 2.618 eV/A
* net charge: +1
* multiplicity: 3
* HOMO-LUMO gap (alpha / beta): 7.95 / 8.78 eV
* <S²>: 2.008
* highest occupied orbital energy (alpha / beta): -10.35 / -11.18 eV

Geometry as XYZ:
```
125
Properties=species:S:1:pos:R:3:forces:R:3
C -1.957816 -1.984883 7.073746 0.32 -0.53 0.27
C -2.394211 -3.283769 6.376417 -0.68 0.60 0.72
O -2.489735 -3.160317 4.973945 0.13 -0.67 -0.17
C -1.259569 -3.442978 4.337779 0.61 0.77 -0.08
C -1.417838 -3.312850 2.815046 -0.07 0.50 1.72
C -1.540370 -1.808802 2.478531 0.04 -0.50 -0.95
C -0.542561 -1.339349 1.392717 -0.27 -0.31 0.79
C 0.921052 -1.416371 1.882563 -0.24 0.11 -0.11
C 1.485957 -0.079372 2.432636 -0.26 -0.90 0.48
P 2.917724 -0.674656 3.517008 -0.10 -1.00 0.60
O 3.790949 -1.652906 2.884613 0.54 -0.08 -0.85
O 3.607050 0.534966 4.282530 -0.40 -0.01 0.01
O 2.159870 -1.450585 4.721450 -0.18 0.48 -0.25
O 0.585198 0.384467 3.433170 0.26 0.95 -0.17
C -0.360323 1.382312 3.154081 -0.15 0.18 0.07
C -0.110194 2.320577 1.943228 -1.92 0.03 1.64
C -0.699019 3.698373 2.348465 0.86 -1.13 -0.01
P -2.523965 3.712217 2.507927 -0.56 1.11 -0.64
O -2.990890 4.951481 1.947218 -0.26 1.45 -0.46
O -2.962564 3.639906 4.053611 0.58 -1.49 -0.51
O -3.148017 2.466618 1.689165 0.58 -0.49 1.39
N 1.293938 2.348301 1.448793 -0.21 0.51 -0.85
C 2.171256 3.404303 2.039015 -0.28 1.24 1.15
C 2.404593 3.336772 3.561635 0.69 0.95 -0.08
N 3.842212 3.527741 3.797073 -0.30 -0.82 -0.03
C 1.934521 0.934383 1.300365 0.24 -0.47 0.55
O 3.281187 1.080162 1.548040 -0.02 0.50 -0.59
C 1.659307 0.487934 -0.138454 -0.61 0.33 0.18
Br 0.039197 1.025373 -1.053526 0.27 0.35 0.30
C 2.419434 -0.287574 -0.889763 0.78 -0.99 -0.82
C 2.077001 -0.656499 -2.313956 0.65 0.65 0.06
Br 4.038503 -1.094362 -0.303747 -0.21 0.11 -0.05
H -2.327341 -2.005851 8.102237 0.02 0.03 -0.04
H -0.870338 -1.910077 7.148391 -0.05 0.25 -0.22
H -2.384430 -1.104944 6.591317 0.06 -0.09 -0.11
H -3.395131 -3.506317 6.756397 -0.05 -0.10 -0.33
H -1.766488 -4.129607 6.678782 0.12 0.08 -0.18
H -0.552250 -2.660540 4.674011 0.21 -0.26 -0.09
H -0.821685 -4.401997 4.647293 -0.43 -0.14 -0.04
H -2.335721 -3.850181 2.583174 0.23 -0.13 -0.53
H -0.530219 -3.781471 2.385220 -0.24 -0.03 -0.38
H -1.403187 -1.215460 3.384169 -0.11 -0.02 0.01
H -2.542917 -1.632951 2.077503 0.01 0.14 0.20
H -0.864524 -0.330580 1.133881 0.29 -0.05 -0.38
H -0.665712 -2.008175 0.538793 -0.05 0.28 -0.19
H 1.599023 -1.859307 1.156018 0.04 0.23 -0.14
H 0.914742 -2.139508 2.700272 0.13 0.18 0.11
H 4.152047 0.162208 4.997997 -0.08 0.21 -0.13
H 2.224107 -2.397330 4.517501 0.04 0.17 0.19
H -0.462618 2.009952 4.048060 0.42 -0.21 0.11
H -1.345852 0.913120 3.027666 0.10 0.04 -0.27
H -0.815843 1.971208 1.192958 0.91 -0.18 -0.61
H -0.290228 3.995898 3.318056 -0.04 0.18 -0.09
H -0.411747 4.442377 1.605367 -0.56 0.16 0.01
H -2.848735 2.744135 4.418038 -0.10 0.35 0.32
H -3.839817 2.038311 2.221866 0.00 -0.06 -0.46
H 1.214501 2.657694 0.468827 -0.23 -0.17 0.06
H 3.094019 3.559044 1.486364 0.19 -0.95 0.03
H 1.704839 4.379481 1.868836 -0.57 -0.41 -0.31
H 1.893787 4.186850 4.037532 -0.46 -0.26 -0.24
H 2.009585 2.439876 4.037303 0.38 -0.20 -0.20
H 4.110008 4.481708 3.588537 0.00 0.00 0.31
H 4.046999 3.301702 4.762566 0.25 0.22 -0.10
H 3.730361 1.422930 0.756178 0.12 -0.22 0.24
H 1.146895 -1.218894 -2.372214 0.04 -0.02 -0.05
H 1.986088 0.291232 -2.856700 -0.28 -0.17 -0.16
H 2.905327 -1.180980 -2.781225 -0.15 -0.27 0.12
C 5.590664 2.810251 -6.249507 0.20 0.23 0.14
C 4.057412 2.861764 -6.072250 1.74 -0.53 -1.16
C 3.494882 4.077089 -6.813840 -0.34 0.43 0.25
C 3.789020 5.399899 -6.112589 0.05 -0.06 0.03
C 3.326597 5.355160 -4.659164 -0.29 0.01 -0.47
C 3.883587 4.158431 -3.881840 1.54 0.78 1.07
N 3.701183 2.871681 -4.619238 -2.26 1.02 -0.84
O 2.460497 2.503039 -4.510660 0.18 -0.66 0.65
C 5.376353 4.390903 -3.568915 0.25 0.02 -0.21
C 3.224648 4.117953 -2.502565 -0.69 -0.43 0.08
C 3.558227 1.588874 -6.759143 -0.57 -0.20 0.36
H 6.075548 3.778066 -6.145042 -0.01 -0.02 0.10
H 6.045045 2.115056 -5.541630 -0.03 0.03 0.03
H 5.847135 2.465523 -7.250810 -0.17 -0.04 -0.01
H 2.409821 3.974126 -6.920518 0.01 -0.12 0.10
H 3.898801 4.105650 -7.827892 0.08 -0.19 0.04
H 4.854946 5.636222 -6.168064 0.00 -0.02 0.02
H 3.273657 6.209380 -6.632749 0.02 0.00 0.02
H 3.612867 6.283203 -4.158457 0.07 -0.12 0.15
H 2.231897 5.325627 -4.643304 0.01 -0.15 0.04
H 5.833749 3.491927 -3.151509 -0.03 -0.03 -0.06
H 5.490159 5.187004 -2.831981 -0.17 -0.02 0.02
H 5.961762 4.707337 -4.427244 -0.02 -0.10 -0.04
H 2.136456 4.061631 -2.561533 0.03 -0.15 -0.12
H 3.459006 5.027529 -1.948684 0.17 0.04 -0.16
H 3.581660 3.265875 -1.913671 0.04 -0.04 -0.09
H 3.928146 0.696692 -6.249537 0.00 0.02 0.02
H 3.914299 1.557521 -7.788108 0.13 0.15 0.06
H 2.471266 1.535460 -6.801270 0.02 0.01 0.16
C -5.016345 -6.160270 -2.308669 -0.17 0.19 -0.22
C -4.584289 -5.643042 -0.919219 -0.60 -1.58 -1.24
C -5.824315 -5.393186 -0.055705 -0.15 0.54 0.24
C -6.602733 -4.143295 -0.464282 0.08 -0.03 -0.03
C -5.681861 -2.925860 -0.506936 -0.21 -0.35 0.42
C -4.438638 -3.138372 -1.375448 -0.50 1.01 -1.78
N -3.740795 -4.418149 -1.059328 -0.69 0.49 2.43
O -3.069916 -4.253127 0.038144 0.78 -0.08 -0.30
C -4.833763 -3.093451 -2.866106 -0.21 -0.20 -0.16
C -3.503877 -1.944118 -1.203263 0.53 -0.04 0.55
C -3.787788 -6.803370 -0.319166 0.49 0.29 0.41
H -5.868289 -5.629294 -2.727154 0.07 0.08 -0.02
H -4.190924 -6.109878 -3.020408 0.00 0.05 0.02
H -5.327467 -7.202924 -2.247608 0.07 0.01 0.16
H -5.528204 -5.289471 0.993765 0.15 0.01 -0.06
H -6.482720 -6.263247 -0.101417 0.15 -0.09 -0.10
H -7.088513 -4.290669 -1.432318 0.04 0.00 -0.01
H -7.407189 -3.965992 0.252328 0.00 0.00 -0.02
H -6.239086 -2.058892 -0.869884 0.15 0.03 -0.13
H -5.377939 -2.685498 0.518104 0.15 -0.06 -0.03
H -3.998615 -3.393178 -3.501248 0.00 -0.05 0.05
H -5.114612 -2.079555 -3.153940 0.08 0.04 0.15
H -5.692675 -3.711426 -3.112951 0.07 -0.09 0.02
H -3.224153 -1.790883 -0.160009 0.07 -0.14 -0.03
H -3.988516 -1.024736 -1.532907 -0.17 -0.15 -0.12
H -2.589791 -2.068895 -1.789033 -0.01 -0.05 0.02
H -2.885936 -7.002893 -0.901101 -0.01 0.04 0.01
H -4.392985 -7.709258 -0.319265 -0.13 0.10 -0.13
H -3.496775 -6.620113 0.714444 0.07 0.13 -0.07
```
Forces are in eV/Å.

Mulliken population analysis, charges in e, atoms 1 to 99: C -1.0418; C -0.2956; O -0.3597; C -0.7792; C -0.7638; C -1.2449; C -0.7170; C -1.5161; C 1.1377; P 0.1722; O -0.7353; O -0.4177; O -0.5024; O -0.5776; C -1.0615; C 0.3994; C -1.0748; P 0.7969; O -0.7037; O -0.5367; O -0.5184; N 0.5330; C -1.0750; C -0.0751; N -0.6357; C 2.0440; O -0.6722; C -0.9630; Br -0.0097; C -0.1089; C -1.5721; Br -0.0337; H 0.4235; H 0.2430; H 0.2093; H 0.3680; H 0.2987; H 0.2688; H 0.5253; H 0.3147; H 0.5462; H 0.3012; H 0.5133; H -0.0747; H 0.5387; H 0.6371; H 0.9525; H 0.3670; H 0.3268; H 0.6746; H 0.0416; H 0.1796; H 0.3122; H 0.4014; H 0.3993; H 0.3584; H 0.5507; H 0.5934; H 0.8225; H 0.3351; H 0.1954; H 0.2169; H 0.2411; H 0.6403; H 0.2486; H 0.4686; H 0.4575; C -1.7136; C 1.7065; C -1.2596; C -0.5681; C -1.2521; C 1.9626; N 0.5164; O -0.6080; C -1.8515; C -2.2628; C -1.9023; H 0.2971; H 0.3603; H 0.4778; H 0.3734; H 0.3771; H 0.3260; H 0.3936; H 0.4002; H 0.3831; H 0.3711; H 0.4696; H 0.3154; H 0.4230; H 0.5225; H 0.4785; H 0.4266; H 0.4593; H 0.3516; C -1.7108; C 1.8320; C -1.2872

Entry 2:
Computed, not measured: a 5-piece molecular cluster, C35H71F2N2O4 overall, with ωB97M-V/def2-TZVPD.

Computed properties:
* M: 621.959 g/mol
* strongest force on any atom: 0.628 eV/A
* net charge: +1
* energy above the lowest of the compared OMol25 structures with the same formula, charge and spin: 0.0 kcal/mol
* HOMO-LUMO gap: 8.52 eV
* highest occupied orbital energy: -11.11 eV

Geometry as XYZ:
```
114
Properties=species:S:1:pos:R:3:forces:R:3
C 2.452451 -2.391475 3.388320 -0.07 0.08 0.18
C 2.922069 -1.106516 2.753427 0.06 0.09 -0.12
C 3.927502 -1.207681 1.786064 -0.05 0.06 -0.05
C 4.484743 -0.097165 1.174823 -0.07 0.14 0.08
C 4.061601 1.168040 1.567446 -0.12 -0.06 0.05
C 3.063901 1.282916 2.521501 0.08 -0.12 -0.02
C 2.445756 0.168286 3.099531 0.14 0.03 -0.14
C 1.367951 0.404407 4.137559 0.11 -0.18 0.14
C -0.114296 0.302282 3.724711 -0.26 -0.16 -0.10
C -0.457734 -0.976139 2.966947 -0.06 -0.16 0.15
C -1.985843 -1.192936 2.747135 0.39 -0.08 -0.09
C -2.520001 -2.113422 3.883356 -0.26 0.10 -0.31
C -2.460146 -3.623553 3.671722 0.06 -0.23 0.27
C -1.064655 -4.217551 3.662962 0.02 0.11 0.03
F -1.154383 -5.599265 3.733033 0.00 0.10 -0.05
C -2.237753 -1.859280 1.375916 -0.31 0.30 -0.07
C -2.176993 -1.010078 0.097797 -0.11 -0.48 -0.10
C -3.453749 -0.292445 -0.308862 0.12 -0.16 0.13
F -1.096577 -0.101648 0.183913 -0.08 0.15 0.12
C -2.755883 0.121498 2.930327 0.01 -0.14 0.06
N -2.022621 1.338489 2.465053 -0.34 0.17 0.14
C -0.594114 1.553054 2.986906 0.58 0.24 -0.06
N 0.140877 2.023752 1.848721 -0.29 -0.12 0.07
H 2.101300 -2.246791 4.412015 0.00 0.00 -0.04
H 1.637548 -2.852223 2.826701 0.09 -0.04 -0.04
H 3.274052 -3.104403 3.433727 -0.02 -0.02 -0.06
H 4.280277 -2.195466 1.514763 0.04 0.00 0.01
H 5.258834 -0.204924 0.424749 -0.01 -0.08 0.02
H 4.502557 2.061900 1.145703 0.05 -0.04 -0.01
H 2.773217 2.273287 2.855610 0.02 0.00 0.01
H 1.498586 -0.320774 4.944038 0.01 0.09 0.05
H 1.535759 1.389349 4.582279 -0.03 -0.02 0.05
H -0.667669 0.262951 4.672397 -0.05 0.11 -0.04
H -0.119111 -1.805190 3.587981 0.13 0.04 -0.12
H 0.108463 -1.037389 2.038147 -0.06 0.08 -0.10
H -1.980174 -1.854085 4.799237 -0.08 0.05 0.07
H -3.572199 -1.860582 4.052464 0.01 -0.06 0.04
H -3.021676 -3.931136 2.787958 0.12 0.01 -0.02
H -2.969408 -4.090832 4.519701 -0.03 0.06 -0.03
H -0.502316 -3.871279 4.537800 0.00 -0.08 -0.01
H -0.488474 -3.967898 2.768190 -0.04 -0.06 -0.03
H -1.534258 -2.685923 1.272869 0.04 0.03 0.03
H -3.237261 -2.305433 1.363819 0.04 -0.02 0.07
H -1.937649 -1.688234 -0.725750 0.17 0.07 0.08
H -3.423297 -0.027846 -1.363712 0.03 0.05 0.04
H -3.660600 0.617667 0.256451 -0.01 -0.01 0.08
H -4.270388 -0.999070 -0.148962 -0.17 0.16 -0.08
H -2.978438 0.284950 3.985474 0.10 0.03 -0.01
H -3.706378 0.083091 2.400594 -0.03 0.08 0.02
H -2.568260 2.154144 2.738813 -0.02 0.04 -0.12
H -1.944073 1.384884 1.445749 0.13 -0.23 -0.09
H -0.647025 2.380130 3.696632 -0.12 -0.06 0.02
H 0.572225 1.277472 1.317995 0.09 -0.01 -0.01
H 0.842334 2.701423 2.101437 0.00 0.01 -0.05
C -1.165388 1.131167 -2.817596 -0.10 0.08 -0.29
C -0.225572 0.021232 -3.263014 0.00 -0.01 0.12
O -0.105158 -0.112526 -4.662592 0.00 -0.04 -0.02
C 0.383036 1.031188 -5.347758 -0.03 0.10 -0.06
C 1.770016 1.469916 -4.914380 0.01 -0.04 0.05
H -2.158638 0.979050 -3.248811 0.00 -0.03 0.00
H -1.248591 1.126607 -1.734265 0.03 0.05 0.05
H -0.825494 2.120000 -3.129478 0.08 -0.02 0.06
H -0.604621 -0.946134 -2.924787 0.01 -0.01 0.00
H 0.758955 0.151943 -2.796788 0.00 0.03 -0.01
H -0.321162 1.864757 -5.251271 0.02 0.01 0.04
H 0.396570 0.744575 -6.398793 -0.01 -0.04 0.00
H 1.788989 1.775079 -3.866778 0.00 0.04 -0.02
H 2.082882 2.325496 -5.513904 0.01 0.00 -0.02
H 2.496941 0.668047 -5.049861 -0.02 -0.01 0.00
C 9.003838 -2.969030 -2.495872 0.01 0.00 0.08
C 8.119559 -1.735069 -2.466212 -0.01 -0.03 -0.08
O 7.750090 -1.315688 -1.162150 -0.09 0.04 0.07
C 8.819031 -0.972919 -0.295184 0.04 0.03 0.05
C 9.688100 0.166449 -0.798516 -0.04 0.00 -0.06
H 8.518770 -3.800934 -1.983895 0.00 -0.01 -0.01
H 9.194377 -3.260950 -3.528801 -0.02 -0.01 -0.01
H 9.969518 -2.795130 -2.020077 0.01 0.02 -0.04
H 7.174565 -1.948135 -2.966246 -0.01 0.01 0.00
H 8.591495 -0.913076 -3.015490 0.03 0.00 0.03
H 9.432357 -1.852684 -0.072264 0.01 0.00 -0.04
H 8.337832 -0.679335 0.638664 -0.01 -0.02 0.01
H 10.204125 -0.087684 -1.724631 0.04 -0.02 0.02
H 10.447009 0.409164 -0.054278 -0.01 0.00 0.02
H 9.084644 1.056642 -0.981656 0.00 0.00 0.00
C -1.423245 6.243628 -4.853872 0.07 -0.03 -0.03
C -1.318725 5.343924 -3.635570 -0.08 0.04 0.00
O -0.218853 4.449526 -3.666033 0.02 -0.07 0.04
C 1.067735 5.043764 -3.733542 0.10 -0.02 -0.04
C 1.405635 5.941390 -2.556341 -0.11 -0.01 0.04
H -1.479266 5.648177 -5.765680 -0.01 0.00 0.00
H -2.321824 6.856994 -4.784295 -0.02 -0.01 0.00
H -0.570881 6.918004 -4.941269 -0.02 0.03 0.03
H -2.197357 4.699763 -3.578846 0.00 -0.01 0.01
H -1.302371 5.943243 -2.717692 0.04 0.01 -0.01
H 1.194202 5.585410 -4.676948 -0.04 0.03 0.01
H 1.757222 4.200210 -3.760374 0.01 0.01 -0.01
H 0.750882 6.811567 -2.499142 0.03 0.02 -0.03
H 2.429145 6.304508 -2.651259 0.01 -0.01 0.00
H 1.318167 5.389822 -1.618370 0.01 0.00 0.00
C -9.093716 -1.293213 1.382690 0.04 -0.07 0.03
C -7.980903 -1.202412 0.354070 -0.05 0.06 -0.02
O -6.955937 -2.171150 0.517501 0.18 0.06 0.04
C -7.367644 -3.529071 0.431068 -0.01 -0.08 0.00
C -8.000068 -3.904537 -0.896444 0.01 0.08 -0.03
H -8.692263 -1.210136 2.393635 -0.01 0.00 0.00
H -9.808217 -0.485127 1.225398 0.01 0.02 0.00
H -9.641120 -2.233264 1.312911 -0.03 0.02 -0.03
H -7.472784 -0.241068 0.446215 0.01 0.00 -0.01
H -8.392457 -1.246549 -0.659603 -0.01 -0.04 0.01
H -8.038000 -3.778423 1.260137 -0.02 0.03 -0.01
H -6.453927 -4.105727 0.578895 0.01 0.00 0.01
H -8.929465 -3.364277 -1.077735 -0.02 -0.03 0.03
H -8.232144 -4.969455 -0.904683 0.02 -0.01 0.00
H -7.318492 -3.692878 -1.721320 0.00 -0.01 0.00
```
Forces are in eV/Å.

Mulliken population analysis, charges in e, atoms 1 to 99: C -1.7287; C 1.3015; C -1.1578; C -0.7831; C -1.0738; C -0.3685; C 0.9093; C -2.3847; C 0.9919; C -1.6561; C 3.7132; C -1.0872; C -0.7788; C 0.0131; F -0.3750; C -1.9552; C 0.1379; C -1.1593; F -0.2782; C -2.8272; N 0.2543; C -0.8402; N -0.4532; H 0.2784; H 0.2535; H 0.6072; H 0.4946; H 0.7001; H 0.4432; H 0.6200; H 0.5658; H 0.6108; H 0.4612; H 0.0129; H 0.3796; H 0.2805; H 0.5339; H 0.2596; H 0.5012; H 0.2407; H 0.1413; H 0.2221; H 0.5771; H 0.5444; H 0.3651; H 0.2556; H 0.2406; H 0.5248; H 0.5772; H 0.4943; H 0.2887; H 0.5955; H 0.1436; H 0.3848; C 0.6314; C -0.4327; O -0.4723; C -0.1857; C -0.9569; H 0.1652; H -0.2979; H -0.3713; H 0.2122; H 0.2963; H 0.1786; H 0.3830; H 0.1331; H 0.4090; H 0.3504; C -1.0355; C -0.3883; O -0.3490; C -0.2882; C -1.1083; H 0.2928; H 0.3845; H 0.2691; H 0.3270; H 0.3101; H 0.3040; H 0.3390; H 0.2661; H 0.3964; H 0.2939; C -1.1713; C -0.3533; O -0.3702; C -0.1870; C -1.1997; H 0.3180; H 0.3960; H 0.2868; H 0.3404; H 0.3325; H 0.3388; H 0.2076; H 0.2998; H 0.4079; H 0.2753